1.
# CH4N2O2

One molecule with the formula CH4N2O2 at a distorted geometry (ωB97M-V with the def2-TZVPD basis set, the OMol25 dataset).

Geometry (Å):
C1 -1.2983 -0.1462 0.2068
N1 0.2508 -0.4901 0.5931
O1 0.8889 0.8335 0.6191
N2 1.8842 0.1404 -0.1948
O2 0.9226 -0.9197 -0.5294
H1 -1.6235 0.5626 1.0048
H2 -1.1663 0.3292 -0.7580
H3 -1.8262 -1.0595 0.0558
H4 1.9679 0.7499 -0.9973

Cartesian forces (eV/Å) of the 3 atoms listed first:
C 3.57 0.62 0.47
N -4.94 0.89 2.55
O 0.00 -1.67 -0.86

Total energy (Eh): -300.2145
Energy relative to the best compared isomer or geometry (same formula, charge and spin) (kcal/mol): 171.4
Multiplicity: 1

=====

2.
# CH4N2O2S

A 2-piece molecular cluster, CH4N2O2S overall at a distorted geometry (ωB97M-V with the def2-TZVPD basis set, the OMol25 dataset).

Geometry (Å):
N1 -2.3843 -0.3273 1.0577
S1 -1.4187 -0.3155 -0.0447
O1 -1.1927 0.9087 -0.7602
O2 -1.1455 -1.5065 -0.7395
H1 -2.5371 -1.3492 1.1990
C1 1.8146 0.8282 -0.4100
N2 1.2098 -0.0438 0.3480
H2 1.1292 1.6249 -0.7883
H3 2.8827 1.0158 -0.5664
H4 1.6421 -0.8353 0.7044

Cartesian forces (eV/Å) of the 3 atoms listed first:
N -0.91 -0.91 2.14
S 0.58 2.38 -3.31
O -0.11 -0.14 1.00

Total energy (Eh): -698.5788
Energy relative to the best compared isomer or geometry (same formula, charge and spin) (kcal/mol): 60.6
Multiplicity: 1

=====

3.
# CH4N2O2S

One molecule with the formula CH4N2O2S at a distorted geometry (ωB97M-V with the def2-TZVPD basis set, the OMol25 dataset).

Geometry (Å):
O1 0.7582 -0.9490 -1.2557
N1 1.2078 0.0275 -0.3372
C1 0.3805 0.2874 0.7552
S1 1.0094 0.5703 2.2688
N2 -0.9584 0.3233 0.5860
O2 -1.5070 0.1915 -0.6795
H1 0.1933 -0.4073 -1.8152
H2 2.1507 -0.2079 -0.0144
H3 -1.4824 0.9084 1.2390
H4 -1.7521 -0.7443 -0.7469

Cartesian forces (eV/Å) of the 3 atoms listed first:
O 0.19 0.15 0.09
N -0.21 -0.09 1.02
C 0.65 -0.08 0.33

Total energy (Eh): -698.5683
Energy relative to the best compared isomer or geometry (same formula, charge and spin) (kcal/mol): 67.2
Multiplicity: 1

=====

4.
# CH4N2O2S

CH4N2O2S as an isolated structure at a distorted geometry (ωB97M-V with the def2-TZVPD basis set, the OMol25 dataset).

Geometry (Å):
C1 -0.3593 -0.3312 0.2934
H1 0.0518 1.3619 -2.1455
H2 -2.1632 0.2550 -0.8879
H3 1.6487 -0.2471 -0.2211
H4 0.3725 0.4072 2.3679
N1 -0.9939 -0.3105 -0.8646
N2 0.9412 0.1230 0.4985
O1 -0.8125 -0.6148 1.4809
O2 1.4627 -0.5701 1.7469
S1 -0.1480 -0.0734 -2.2686

Cartesian forces (eV/Å) of the 3 atoms listed first:
C 0.73 -0.02 7.64
H -0.08 -1.99 -0.29
H 4.72 -2.77 0.61

Total energy (Eh): -698.4237
Energy relative to the best compared isomer or geometry (same formula, charge and spin) (kcal/mol): 157.9
Multiplicity: 1